[1]
27
Properties=species:S:1:pos:R:3:forces:R:3:mulliken_charge:R:1 method="wB97M-V/def2-TZVPD" homo_lumo_gap_ha=0.3067 e_tot_ev=-14588.14059 de_lowest_kcal_mol=135.46 spin_multiplicity=1
C -0.10972 0.88814 1.74839 -0.65 1.14 0.92 1.19
C -1.40597 0.25890 1.41619 -1.11 -1.02 -1.31 0.09
C 1.21960 0.24515 1.59103 1.47 -1.59 1.34 -1.21
C -0.12727 2.09974 2.75050 -1.71 -0.71 -2.23 -1.53
C -2.64581 -0.65199 1.57005 1.05 1.78 0.90 -1.18
C 1.47139 -0.32866 -3.59532 -0.70 0.89 -0.57 -0.59
C 0.39948 -1.63525 -1.90735 -0.44 -1.05 0.92 0.46
N -0.89331 1.01060 0.50116 -0.47 -1.12 2.21 0.73
N -0.70430 1.58213 -0.59492 3.85 1.83 1.00 -1.22
O 1.61048 -2.11218 -1.39640 0.68 -2.08 0.87 -0.56
O 0.60422 -1.35802 -3.22099 -1.50 -0.73 -0.96 -0.37
H 1.88356 0.96830 1.08560 0.03 -0.41 0.39 0.28
H 1.22306 -0.71651 1.01765 -0.23 0.92 0.21 0.21
H 1.64240 -0.06374 2.64442 -0.61 0.86 -1.95 0.40
H 0.19367 3.00430 2.31194 0.84 0.99 -1.18 0.38
H 0.61580 1.92555 3.48378 -0.16 -0.31 1.60 0.44
H -1.20384 2.37819 2.91710 1.08 -0.76 1.04 0.34
H -2.35500 -1.67196 1.84158 -0.16 0.24 0.08 0.28
H -3.17853 -0.65852 0.61460 -0.04 0.04 0.29 0.33
H -3.24676 -0.14655 2.38875 0.25 -1.06 -0.98 0.27
H 2.52534 -0.54047 -3.38397 -0.18 -0.04 -0.05 0.26
H 1.16456 0.63703 -3.10201 0.37 -0.72 -0.53 0.27
H 1.24348 -0.33285 -4.68782 0.82 0.73 0.71 0.20
H 0.17745 -0.73740 -1.29449 -0.17 -0.33 -0.39 -0.25
H -1.39884 1.48307 -1.22131 -3.44 -0.85 -2.37 0.19
H -0.43432 -2.45705 -1.82616 1.31 1.68 -0.25 0.28
H 1.72916 -3.06996 -1.65202 -0.21 1.66 0.30 0.32

=====

[2]
71
Properties=species:S:1:pos:R:3:forces:R:3:mulliken_charge:R:1 method="wB97M-V/def2-TZVPD" homo_lumo_gap_ha=0.1146 e_tot_ev=-54261.73933 total_charge=-1 de_lowest_kcal_mol=16.35 spin_multiplicity=1
Li 1.46607 0.70040 -1.44648 1.32 -2.03 0.30 -0.04
C 4.09755 0.22719 -3.82132 3.90 -0.80 -0.91 -0.79
O 4.47750 -0.10854 -2.48188 -3.13 0.37 3.98 -0.20
C 3.65337 -0.07380 -1.41047 4.45 -0.06 -0.59 0.32
C 5.03501 -0.23994 -0.30437 -0.79 0.95 -10.85 -1.53
H 5.36064 0.63942 -4.05771 -4.47 -1.43 -0.67 0.18
H 3.37588 0.99646 -3.92812 -0.51 1.05 0.28 0.15
H 3.66781 -0.70230 -4.30797 1.47 1.28 -0.07 -0.14
H 5.04556 -0.28821 0.64008 -0.65 -1.57 7.29 0.57
H 5.48238 0.78550 -0.48318 -0.18 -1.12 -0.27 0.33
H 5.53143 -1.02414 -1.05292 -0.27 1.56 2.73 0.30
C 1.69635 -3.31295 0.89149 -0.42 -4.15 0.64 -0.95
C 0.84461 -3.11538 2.15311 -2.08 3.61 -2.98 0.40
C 0.48486 -4.17091 2.98102 0.38 4.10 -0.01 -0.63
C -0.44582 -3.74926 4.04818 1.74 -4.76 -3.29 -0.70
C -1.36554 -2.76932 3.75829 1.85 -3.11 4.50 -0.90
C -1.18059 -1.89807 2.76679 1.98 -0.14 -0.79 -0.33
C -0.08413 -1.81786 2.00100 2.69 -4.72 1.26 0.33
Sb 0.15819 -0.19770 0.73065 -0.93 1.16 -0.66 1.56
C 0.15428 1.12770 2.41877 0.24 0.22 3.01 0.01
C -0.88968 1.45371 3.29488 -3.04 0.49 3.18 0.20
C -0.72949 2.01336 4.66516 -0.40 -1.50 0.81 -0.71
C 0.55906 2.11860 5.15204 0.34 3.05 1.62 -0.56
C 1.59604 2.04873 4.18562 -7.10 -3.96 0.69 -0.62
C 1.46676 1.47592 2.97638 -3.85 0.82 -0.82 0.52
C 2.52565 1.48351 2.03824 -9.15 -3.50 -6.89 -2.11
C -1.90028 0.44096 0.39631 -3.49 -2.49 -1.15 0.87
C -2.23366 1.79839 0.53877 2.64 -1.45 1.02 -0.87
C -3.47870 2.25456 0.39771 -5.04 3.87 -0.48 -0.77
C -4.74464 1.32673 0.18017 2.89 8.34 0.32 -0.64
C -4.34689 0.09912 0.02629 -3.54 -3.61 -0.11 -0.40
C -3.03772 -0.37759 0.03763 1.69 0.79 1.67 0.94
C -2.92383 -1.75590 -0.40989 2.09 -2.74 1.96 -1.02
H 2.67250 -2.92967 0.74856 1.21 0.79 0.96 0.32
H 1.27863 -3.02479 -0.14784 -0.23 -1.15 1.80 0.08
H 1.88667 -4.54353 1.19540 -0.14 3.02 -2.43 0.17
H 1.02950 -5.09448 2.75298 -0.55 -0.02 0.97 0.30
H -0.52808 -4.72289 4.58564 -0.95 1.66 1.17 0.31
H -1.94509 -2.70616 4.64294 -1.93 0.81 -0.05 0.33
H -1.98759 -1.45988 2.43447 -4.16 3.48 -1.11 0.62
H -2.08286 1.34857 3.41116 2.64 -0.48 -2.34 0.07
H -1.68336 2.11923 5.43845 2.54 -0.20 -2.48 0.19
H 0.80847 2.67271 6.22894 -0.76 -1.80 -2.87 0.18
H 2.37796 2.53883 4.23784 7.86 4.26 1.74 0.72
H 2.78205 0.40506 1.93301 -0.50 0.17 -1.33 0.34
H 3.35909 1.75327 2.16464 11.60 4.92 3.28 1.22
H 2.23841 2.15324 0.95859 0.59 -2.61 2.78 -0.04
H -1.31098 2.21716 0.95645 -0.98 1.80 -0.58 0.76
H -3.64729 3.55489 0.43275 0.38 -4.20 0.08 0.08
H -5.76260 1.90270 0.02869 2.16 -1.87 0.56 0.27
H -5.31914 -0.55858 -0.03226 2.45 0.14 -0.34 0.05
H -3.84616 -2.34234 -0.50233 0.34 0.39 -0.12 0.44
H -2.10440 -2.41087 0.13475 -1.70 1.20 -0.46 0.07
H -2.41220 -1.58140 -1.29418 0.46 -0.53 -2.61 0.03
C -2.94891 2.80142 -4.26648 6.41 0.79 5.21 -1.53
C -1.89643 2.01321 -3.85681 -3.16 2.40 -1.96 0.82
C -1.78586 0.64950 -4.26562 -1.13 1.61 -0.03 -0.72
C -0.90609 0.05950 -3.52488 5.09 -6.51 2.19 0.46
N 0.26509 0.63335 -2.84097 -4.07 1.27 -1.02 -0.29
C 0.09138 1.94504 -2.58009 1.19 -1.60 -0.25 0.20
S 1.49447 2.68737 -1.89921 -0.71 2.36 -0.02 -0.43
N -1.09180 2.58323 -2.85999 2.24 1.32 -0.18 0.00
C -0.66810 -1.63270 -3.55019 3.29 6.33 -3.68 -1.47
H -3.65071 2.48472 -4.84565 -4.34 -1.50 -3.34 0.50
H 4.12077 -0.65726 -6.03348 -0.21 -0.24 -0.79 0.15
H -2.91519 3.49778 -3.43956 -1.69 1.35 -0.85 0.28
H -2.60042 0.26929 -4.89934 0.76 -0.20 0.51 0.30
H -0.94241 3.65164 -2.87261 -0.72 -2.44 0.00 0.37
H 0.28308 -1.62153 -4.28030 -1.47 -0.50 2.27 0.31
H -1.36736 -1.92769 -4.21446 -2.80 -1.64 -1.59 0.50
H -0.60309 -2.11631 -2.65332 0.36 -1.09 2.21 0.27

=====

[3]
94
Properties=species:S:1:pos:R:3:forces:R:3:mulliken_charge:R:1 method="wB97M-V/def2-TZVPD" homo_lumo_gap_ha=0.2493 e_tot_ev=-232953.93750 de_lowest_kcal_mol=60.14 spin_multiplicity=1
Ti -0.16364 -0.17996 0.95335 -0.67 1.18 0.01 -1.72
O 2.37707 -0.94823 3.75086 0.02 -0.21 0.16 -0.63
C 1.56536 -0.11621 3.41776 -0.04 -0.05 -0.30 -0.41
N 0.30711 -0.43214 2.87871 0.19 -0.48 0.50 0.91
C -0.35210 -1.56058 3.42577 -0.09 0.17 0.18 0.68
C -0.11415 -2.11994 4.68075 0.02 -0.03 -0.02 -1.05
C -0.88098 -3.18431 5.12468 0.05 0.03 0.01 -0.80
C -1.89619 -3.69943 4.33030 -0.06 -0.09 0.02 -0.94
C -2.15447 -3.13753 3.09352 -0.04 0.08 -0.11 -0.67
C -1.39196 -2.06487 2.64098 -0.34 0.00 0.16 1.02
N -1.66399 -1.34092 1.44471 0.42 -0.84 -0.05 0.70
C -2.21918 -2.10482 0.39368 -0.53 0.27 0.20 -0.12
O -1.86195 -3.21827 0.10188 0.09 -0.25 0.05 -0.59
C -3.41345 -1.51361 -0.33076 0.00 0.07 0.10 0.30
C -4.26226 -2.39192 -0.99272 0.00 -0.09 -0.11 -0.74
C -5.39649 -1.88773 -1.60581 0.03 0.02 0.01 -0.65
C -5.63446 -0.52375 -1.54943 -0.07 -0.01 -0.08 -0.85
C -4.72614 0.27235 -0.87113 0.11 0.03 0.06 -0.17
N -3.64707 -0.20933 -0.26046 0.01 0.16 0.09 0.02
C 1.94281 1.34085 3.59938 -0.33 0.06 0.11 0.73
C 3.26661 1.63298 3.90394 0.11 -0.13 -0.02 -0.53
C 3.61351 2.94286 4.17233 0.04 0.08 0.00 -0.49
C 2.62683 3.91631 4.13755 0.01 0.04 0.03 -0.63
C 1.33067 3.52693 3.84109 -0.08 -0.12 -0.10 -0.32
N 0.98606 2.26729 3.57181 -0.06 0.03 0.03 -0.23
H 0.67881 -1.73098 5.30083 0.03 -0.01 0.01 0.53
H -0.68084 -3.61715 6.09655 0.00 0.02 -0.01 0.41
H -2.49443 -4.53378 4.67769 0.04 0.04 -0.03 0.40
H -2.95123 -3.52548 2.47218 0.00 -0.02 0.02 0.48
H -4.01720 -3.44420 -1.01806 -0.01 0.00 0.01 0.48
H -6.08353 -2.54732 -2.11965 0.01 -0.01 0.00 0.46
H -6.50696 -0.08438 -2.01761 0.06 -0.01 0.03 0.42
H -4.86910 1.34793 -0.80885 -0.02 -0.06 0.01 0.42
H 3.98497 0.82556 3.93030 -0.02 0.05 0.00 0.57
H 4.63430 3.20622 4.42100 -0.01 -0.03 -0.05 0.45
H 2.85295 4.95364 4.35282 -0.03 -0.05 -0.03 0.43
H 0.52302 4.25311 3.82687 0.04 0.00 -0.02 0.46
C -2.67198 1.96811 2.00457 0.08 0.00 0.00 -0.99
C -1.53238 2.60423 1.28483 0.22 -0.20 0.07 0.78
C -1.51956 3.98509 1.00885 -0.07 0.11 -0.03 -1.26
C -0.39955 4.58899 0.52066 0.03 0.06 0.07 -1.22
C 0.78127 3.84021 0.34124 -0.10 -0.11 -0.08 0.91
C 2.06155 4.37964 0.08407 0.06 0.12 -0.01 0.06
Br 2.27018 6.23966 -0.21354 -0.01 -0.02 -0.02 -0.22
C 3.17002 3.59076 0.13015 0.06 0.03 -0.03 -0.80
C 3.04653 2.21074 0.35884 0.08 -0.21 -0.06 0.41
Br 4.59286 1.16976 0.61988 0.02 0.02 -0.13 -0.12
C 1.82040 1.59499 0.46795 0.02 0.11 -0.01 1.00
O 1.65980 0.29501 0.65453 0.54 0.54 0.19 -0.33
C 0.67882 2.45283 0.52749 -0.01 0.01 0.16 0.07
N -0.48425 1.85958 0.96529 0.09 0.81 -0.01 0.80
H -3.47070 2.68393 2.19073 0.03 0.00 -0.01 0.54
H -2.30398 1.57895 2.95709 0.02 0.02 0.02 0.17
H -3.04978 1.12734 1.43179 -0.11 -0.15 -0.08 -0.15
H -2.40962 4.56209 1.22045 0.01 -0.02 0.00 0.49
H -0.38462 5.65411 0.33158 -0.01 0.00 0.00 0.49
H 4.15444 4.02129 0.00624 -0.02 -0.03 0.00 0.56
C -2.08517 -0.08037 -3.58550 0.05 -0.01 0.02 -1.42
C -0.97156 -1.14626 -3.57624 -0.08 -0.02 -0.12 2.17
C -1.58751 -2.54440 -3.41511 0.02 0.02 0.02 -1.71
C -0.22779 -1.09294 -4.92178 0.01 0.01 0.08 -1.79
Si 0.21620 -0.80724 -2.14414 0.54 -0.05 -0.26 -0.58
O -0.56178 -0.24140 -0.80325 -0.33 -0.46 -0.78 0.30
C 1.10604 -2.36334 -1.56842 -0.11 0.07 0.17 0.49
C 1.71998 -3.26622 -2.43970 0.03 0.01 0.02 -0.03
C 2.29450 -4.43947 -1.97058 0.02 0.00 0.01 -0.79
C 2.25559 -4.74276 -0.61482 0.05 0.01 -0.06 -0.93
C 1.67406 -3.85411 0.27613 0.04 -0.02 0.10 -0.82
C 1.12595 -2.68244 -0.21037 0.13 0.04 -0.37 0.66
C 1.49406 0.47158 -2.65610 0.01 0.06 0.07 0.65
C 1.10119 1.73531 -3.11646 -0.02 0.00 0.07 -0.02
C 2.03557 2.70733 -3.44321 -0.06 0.02 -0.01 -0.68
C 3.39204 2.42838 -3.33062 0.06 -0.05 -0.01 -0.52
C 3.80345 1.17869 -2.89002 -0.03 0.00 -0.01 -0.80
C 2.86211 0.21407 -2.54688 -0.06 0.02 -0.09 -0.40
H -2.92844 -0.42609 -4.19557 0.06 0.03 0.00 0.46
H -1.72712 0.85749 -4.02276 -0.04 -0.06 0.06 0.33
H -2.45859 0.13766 -2.58278 -0.03 -0.04 -0.05 0.02
H -2.35540 -2.70399 -4.18213 0.03 0.01 0.03 0.57
H -2.04917 -2.68004 -2.43727 -0.02 -0.03 0.00 0.40
H -0.83151 -3.32660 -3.52249 -0.07 0.05 0.00 0.28
H -0.93894 -1.25087 -5.74130 0.05 -0.03 0.03 0.50
H 0.54144 -1.86900 -4.99213 -0.07 0.05 -0.03 0.29
H 0.26012 -0.12758 -5.07508 -0.03 -0.05 -0.03 0.30
H 1.76057 -3.04493 -3.50162 -0.02 -0.05 0.02 0.29
H 2.77418 -5.12014 -2.66421 -0.03 0.01 0.02 0.46
H 2.69235 -5.66419 -0.25115 -0.01 0.00 -0.01 0.40
H 1.64380 -4.06776 1.33770 0.02 0.02 -0.03 0.58
H 0.71928 -1.99208 0.52555 0.05 -0.50 0.08 0.06
H 0.04443 1.96705 -3.22138 0.06 0.02 0.05 0.12
H 1.70637 3.67878 -3.79556 0.02 -0.03 0.03 0.46
H 4.12732 3.18121 -3.59210 -0.04 -0.02 0.02 0.43
H 4.85895 0.95434 -2.79958 0.00 0.02 0.01 0.44
H 3.19570 -0.75418 -2.18852 0.02 0.06 0.03 0.33